[1]
33
Properties=species:S:1:pos:R:3:nbo_charge:R:1 method="wB97M-V/def2-TZVPD" relative_energy_kcal_mol=168.4 lumo_ev=3.469 homo_energy_ev=-1.7 total_charge=-1
C 2.32527 -2.39843 1.39712 -0.6353
C 1.89457 -0.87140 0.98118 -0.4315
C 2.73575 -0.27764 -0.31089 -0.4189
C 1.74596 -0.22079 -1.61754 -0.4080
C 1.16295 1.29498 -1.95803 -0.3942
C 0.34405 1.99038 -0.71986 -0.2317
N -1.11049 1.58945 -0.60591 -0.8253
C -1.46135 1.67541 0.86570 -0.2269
C -2.91766 1.04037 1.26943 -0.3980
C -3.53278 -0.03252 0.19281 -0.4993
C -2.53456 -1.29776 -0.16117 0.8158
O -1.97250 -2.11025 0.76327 -0.6593
O -2.22063 -1.48812 -1.61478 -0.7162
H 2.15691 -2.48334 2.57494 0.2029
H 1.61825 -3.22463 0.92211 0.2119
H 3.42911 -2.68988 1.13991 0.1935
H 0.74106 -0.83865 0.69259 0.2497
H 2.03942 -0.15663 1.89751 0.1988
H 3.24101 0.73925 -0.02414 0.2095
H 3.62481 -1.04515 -0.49663 0.1827
H 2.42483 -0.50609 -2.55735 0.1771
H 0.90282 -1.04579 -1.57804 0.2087
H 0.57504 1.22224 -2.96756 0.2050
H 2.13404 1.96057 -2.15308 0.1663
H 0.34682 3.16703 -0.92145 0.1173
H 0.97446 1.83165 0.26289 0.1351
H -1.51193 2.83376 1.14682 0.1085
H -0.65679 1.19990 1.58552 0.1271
H -2.77610 0.46562 2.29846 0.1972
H -3.68036 1.93179 1.46669 0.1956
H -3.94704 0.53322 -0.75001 0.2477
H -4.48784 -0.51760 0.72000 0.2106
H -1.60709 -2.27092 -1.74048 0.4835

[2]
36
Properties=species:S:1:pos:R:3:nbo_charge:R:1 method="wB97M-V/def2-TZVPD" smiles="CCN(CC[C@]1(P(O)O)CCOC1)C(C)=O" relative_energy_kcal_mol=31.0 lumo_ev=0.557 homo_energy_ev=-9.0
C -2.21179 1.82728 2.02731 -0.6495
C -0.70146 2.00311 2.26091 -0.2157
N 0.19623 1.67336 1.15251 -0.4817
C -0.15114 0.43315 0.44471 -0.2186
C 1.03820 -0.20187 -0.26871 -0.4159
C 0.82641 -1.68457 -0.66614 -0.4118
P 1.62710 -2.73398 0.65188 1.3503
O 1.97718 -4.14202 -0.11071 -0.9929
O 0.20560 -3.13443 1.41824 -1.0033
C 1.39341 -1.93433 -2.07305 -0.4302
C 0.27113 -1.40841 -2.98475 -0.0722
O -0.91166 -1.37293 -2.17988 -0.5402
C -0.63221 -2.03559 -0.95597 -0.0684
C 0.56628 2.74387 0.31020 0.7102
C -0.33758 3.95936 0.20284 -0.7351
O 1.58625 2.69348 -0.33499 -0.5706
H -2.48074 1.86818 0.97136 0.2118
H -2.77060 2.61246 2.53750 0.2188
H -2.56692 0.87544 2.42060 0.2146
H -0.47811 3.02326 2.57051 0.2036
H -0.40156 1.36697 3.09776 0.2019
H -0.96813 0.58871 -0.27091 0.1888
H -0.52867 -0.25724 1.20445 0.2015
H 1.91012 -0.09992 0.38188 0.2295
H 1.27375 0.37094 -1.16537 0.2260
H 1.19608 -4.58714 -0.47053 0.4851
H 0.38542 -3.47517 2.30097 0.4982
H 2.36286 -1.47050 -2.24988 0.2296
H 1.47672 -3.01014 -2.23360 0.2098
H 0.11965 -2.08155 -3.83204 0.1776
H 0.44128 -0.39698 -3.35765 0.1828
H -0.74473 -3.12450 -1.05690 0.1590
H -1.35532 -1.70825 -0.21396 0.2038
H 0.09122 4.78490 0.77289 0.2404
H -0.34989 4.25239 -0.84461 0.2476
H -1.35437 3.78266 0.54314 0.2152

[3]
32
Properties=species:S:1:pos:R:3:nbo_charge:R:1 method="wB97M-V/def2-TZVPD" smiles=C1CCCCC1.C1COCOC1 relative_energy_kcal_mol=8.5 lumo_ev=0.964 homo_energy_ev=-10.2
C 1.52392 1.69695 -0.84363 -0.4009
C 2.52599 0.74172 -1.49532 -0.3979
C 2.56378 -0.59894 -0.75877 -0.4006
C 2.88120 -0.40033 0.72485 -0.3980
C 1.87913 0.55490 1.37655 -0.4015
C 1.84135 1.89556 0.63998 -0.3981
H 0.50741 1.26891 -0.93825 0.1953
H 1.52894 2.67152 -1.36864 0.2047
H 3.53329 1.19933 -1.45813 0.1898
H 2.26665 0.58491 -2.56003 0.2076
H 3.31337 -1.26828 -1.22301 0.2052
H 1.57420 -1.08641 -0.85120 0.1975
H 2.87622 -1.37488 1.24987 0.2077
H 3.89770 0.02774 0.81945 0.1897
H 0.87183 0.09729 1.33940 0.1961
H 2.13851 0.71173 2.44124 0.2049
H 1.09178 2.56494 1.10424 0.2036
H 2.83094 2.38301 0.73240 0.1908
C -2.94992 0.26845 0.57241 -0.4632
C -3.15264 -0.04800 -0.90186 -0.0748
O -2.17234 -0.98765 -1.34391 -0.5305
C -2.24069 -2.15129 -0.56247 0.2129
O -1.95551 -1.92635 0.79305 -0.5302
C -2.92397 -1.03794 1.35176 -0.0747
H -1.98965 0.80192 0.70932 0.2148
H -3.75741 0.92817 0.94414 0.2158
H -3.04514 0.84610 -1.54567 0.1998
H -4.16395 -0.46512 -1.07129 0.1626
H -3.23904 -2.61817 -0.66626 0.1262
H -1.49209 -2.86724 -0.95292 0.1831
H -3.92031 -1.51990 1.32996 0.1625
H -2.64350 -0.89270 2.41275 0.1998

[4]
31
Properties=species:S:1:pos:R:3:nbo_charge:R:1 method="wB97M-V/def2-TZVPD" lumo_ev="0.940 / -2.536" homo_energy_ev="-5.6 / -9.3" s2=2.017 spin_multiplicity=3
C 3.37554 -1.66610 3.08890 -0.2999
C 2.01195 1.59526 2.46956 -0.1580
C 3.58566 -0.35995 3.14098 -0.2884
C 2.65458 0.58313 2.67762 -0.0404
C 0.36252 -2.35967 -0.34651 -0.6138
C -1.48114 1.31780 -3.16355 -0.5911
C -3.32313 1.29698 -0.00328 -0.6189
C 0.73168 -0.92362 0.05043 -0.8089
C -0.27090 0.58244 -2.52189 -0.8496
C -2.33340 0.02903 -0.06240 -0.8370
Si -0.48214 0.50073 -0.61929 1.3250
H 4.01453 -2.43120 3.41418 0.1784
H 2.50209 -2.02721 2.44698 0.1677
H 1.33889 2.39170 2.47519 0.2261
H 0.14722 1.73846 -0.16584 -0.1933
H 4.52563 -0.16166 3.64692 0.2174
H 1.20962 -3.13029 -0.63087 0.2112
H -0.28913 -2.67019 0.41386 0.2086
H -0.22005 -2.19912 -1.22284 0.1935
H -1.39971 1.39917 -4.37493 0.1960
H -2.31579 0.76159 -2.99447 0.1907
H -1.62657 2.40985 -2.84366 0.2042
H -3.74053 1.57636 0.96290 0.2193
H -2.86549 2.15481 -0.49683 0.2033
H -4.28488 1.09140 -0.61189 0.2090
H 1.67945 -0.48537 -0.32431 0.2224
H 0.74041 -0.69639 1.07442 0.2145
H 0.48472 1.24868 -2.72930 0.2240
H -0.03679 -0.28376 -3.07124 0.2278
H -2.52373 -0.83104 -0.68409 0.2304
H -2.17115 -0.45184 1.00526 0.2299

Maximum force readings, ordered: 8.31 0.79 0.87 9.45 eV/A